(1)
Computed, not measured: one molecule with the formula C4H7NOS in a non-equilibrium geometry, with ωB97M-V/def2-TZVPD.

XYZ file:
```
14
Properties=species:S:1:pos:R:3:forces:R:3
O -2.01040 -1.43011 -1.23907 -1.3492 -0.9203 -0.6840
S -1.16654 -0.99332 -0.18005 4.6744 1.6576 0.2392
C -1.26791 0.66517 0.27716 -1.8552 -1.8602 1.7559
C 0.03399 1.14353 0.85532 -0.2969 -1.8760 -3.9813
N 0.83617 1.72189 -0.23434 0.0884 1.7061 -2.0586
C 1.15246 0.39736 0.14739 -1.3875 -1.1035 -1.4889
C 0.74268 -0.89878 -0.58454 -1.9925 0.9108 -0.9116
H -0.84963 -2.11598 0.66472 -1.1569 0.5002 -0.2539
H -2.19870 0.78525 0.90687 0.9206 0.2119 -0.7922
H 0.11003 1.41931 1.84598 0.3368 1.1543 1.7126
H 0.36529 1.84409 -1.22262 0.6088 -0.5536 2.9935
H 2.12257 0.22068 0.46641 1.7398 0.2914 1.3864
H 0.97258 -1.07410 -1.71738 -0.6199 0.6408 2.0988
H 1.15740 -1.68500 0.01413 0.2893 -0.7596 -0.0158
```
Positions in Å, forces in eV/Å.

Computed properties:
HOMO-LUMO gap   8.3 eV
Structure (SMILES)   O=[S@@H]1=C[C@@H]2N[C@@H]2C1



(2)
Computed, not measured: a 6-piece molecular cluster, C24H66N6O6 overall in a non-equilibrium geometry, with ωB97M-V/def2-TZVPD.

XYZ file:
```
102
Properties=species:S:1:pos:R:3:forces:R:3
C -36.09300 -8.75705 -20.18404 1.2831 -0.5158 -1.1643
C -36.88021 -8.87136 -21.48286 0.2087 -0.2977 -0.4737
C -36.61182 -10.13091 -22.36532 -0.5315 0.4166 -0.0317
O -37.51202 -10.16276 -23.48626 -0.8023 -1.2156 1.2670
C -37.24268 -9.36749 -24.56015 0.8672 1.1310 -1.2474
N -38.24740 -8.80213 -21.04527 -1.4863 -0.1641 0.0626
H -36.43918 -9.60260 -19.58964 0.3138 0.1390 0.4486
H -36.17348 -7.80875 -19.65267 -0.5139 -0.0851 -0.1213
H -35.02991 -8.85794 -20.40262 0.2208 -0.2031 0.2350
H -36.69880 -8.07050 -22.19966 0.2269 0.5354 0.2476
H -36.82149 -11.05085 -21.81955 0.0323 -0.0301 0.1089
H -35.61474 -10.18740 -22.80206 0.4043 0.2454 0.4241
H -37.87912 -8.48768 -24.65487 -0.1267 0.2651 0.4390
H -37.35220 -9.86546 -25.52354 -0.2322 -0.6669 0.0786
H -36.20392 -9.03726 -24.56603 0.2272 0.2845 0.1258
H -38.82774 -9.53947 -21.41896 -0.0854 0.0160 -0.5522
H -38.28866 -8.96404 -20.04919 0.0163 0.0577 0.1005
C -36.64144 -5.18358 -11.68957 -0.2257 -0.2998 -0.3053
C -36.27535 -6.58436 -11.20287 -1.7189 0.2367 -0.3971
C -35.87927 -7.60271 -12.29468 0.1172 0.5512 -0.5037
O -36.80418 -7.67063 -13.37223 -0.6087 -0.0568 0.4907
C -38.10797 -8.17199 -13.05886 0.4556 -0.6305 -0.6504
N -35.26023 -6.43862 -10.23118 2.0164 -0.4105 1.3212
H -37.49571 -5.14204 -12.36530 0.4084 -0.0504 -0.5730
H -35.70587 -4.77262 -12.06895 -0.3525 0.4924 -0.5365
H -36.97282 -4.59011 -10.83747 0.2622 -0.0073 0.2498
H -37.18872 -6.94312 -10.72840 0.0461 -0.4760 0.2729
H -35.63612 -8.60463 -11.94092 -0.4716 -0.1289 0.6734
H -34.93892 -7.31972 -12.76771 0.0361 0.4449 -0.0014
H -38.79414 -7.46081 -12.59897 0.1624 0.3085 -0.0434
H -38.10632 -9.08117 -12.45760 0.4739 -0.0067 0.5175
H -38.51297 -8.53767 -14.00245 -0.2189 0.4933 -0.1351
H -34.55424 -5.79607 -10.56104 0.4384 -0.1782 -0.5355
H -35.50440 -5.96900 -9.37097 -0.8473 -0.3168 0.1172
C -34.32333 -2.32006 -20.14866 0.3023 2.0424 0.0480
C -33.29974 -2.09276 -21.30698 -2.9460 -1.5568 0.5210
C -32.18658 -1.13919 -20.99428 -0.7555 0.1440 -1.1759
O -32.80621 0.16083 -21.27167 2.4021 0.6350 2.4784
C -31.99466 1.21158 -20.63215 -1.2250 0.8784 -1.2279
N -32.99861 -3.45975 -21.68183 2.0623 0.0841 -0.2114
H -34.92139 -3.22596 -20.24753 0.3019 0.0085 0.0473
H -35.01012 -1.47446 -20.11197 -0.2727 0.0487 -0.1278
H -33.81782 -2.23382 -19.18682 0.0909 -0.6681 0.1150
H -33.84555 -1.64332 -22.13656 -0.1023 0.4651 -0.0442
H -31.39563 -1.24279 -21.73709 0.3785 -0.1968 0.1078
H -31.79603 -1.31785 -19.99247 -0.0242 0.5699 0.1661
H -30.91709 1.18900 -20.79474 0.0442 -0.7708 -0.0995
H -32.19027 1.47970 -19.59391 -0.1823 -1.1418 0.4395
H -32.30255 2.15031 -21.09267 -0.1349 -0.0331 -0.5336
H -32.48896 -3.40890 -22.55233 0.0460 -0.6499 -0.2990
H -33.83766 -4.01073 -21.79367 -0.0015 0.1143 -0.1936
C -33.18354 -5.54734 -14.66263 0.9091 0.1566 0.9057
C -33.72680 -5.48337 -16.06268 -0.0739 -1.9604 0.7094
C -33.45540 -6.77261 -16.85747 1.6168 0.5745 -1.1208
O -34.15783 -6.82028 -18.12375 -0.2944 -1.2125 0.0993
C -33.61280 -6.22005 -19.32710 0.6363 0.7332 2.4571
N -35.16498 -5.42862 -16.03651 -0.5466 1.8444 -0.6508
H -33.02421 -4.54497 -14.26516 -0.1695 0.1474 0.0152
H -32.20863 -6.02588 -14.56963 0.2227 -0.0961 -0.3424
H -33.80714 -6.06339 -13.93263 -0.3551 -0.0748 -0.3432
H -33.25453 -4.63785 -16.56284 -0.4284 0.1599 -0.2394
H -33.73484 -7.66879 -16.30352 -0.3224 0.0872 0.0566
H -32.37295 -6.80633 -16.98103 0.3223 -0.3886 -0.5227
H -34.19990 -6.43543 -20.21987 -0.2416 -0.1048 0.4156
H -32.57242 -6.51566 -19.46249 0.0471 -0.1415 -0.1697
H -33.62957 -5.17413 -19.02072 0.2215 0.4833 -1.1827
H -35.55028 -6.25910 -15.60996 0.1128 -0.2508 0.3107
H -35.25070 -5.58173 -17.03115 -1.6231 0.1118 -0.3755
C -32.50585 -9.69843 -13.24910 0.5425 0.0324 -0.4614
C -31.01680 -9.66787 -12.92503 0.1212 -1.4747 -0.7886
C -30.21936 -8.80497 -13.91232 0.8201 0.4956 1.3405
O -28.96105 -8.36924 -13.29779 0.3671 -0.7853 -1.0814
C -27.93413 -9.38008 -13.22078 -0.7984 0.1923 1.0278
N -30.88805 -9.34981 -11.52674 0.0304 0.5635 -0.0293
H -33.00823 -10.44141 -12.62967 -0.0752 0.2870 0.0711
H -32.73029 -9.90624 -14.29529 0.1174 -0.0648 -0.1415
H -32.84266 -8.67993 -13.05589 -0.4857 -0.0656 0.2004
H -30.52575 -10.63533 -13.02989 -0.5418 -0.5635 -0.1072
H -30.75202 -7.87720 -14.12117 0.0764 0.0315 -0.1932
H -30.05254 -9.38715 -14.81860 0.0824 0.2200 -0.2194
H -27.11438 -9.02587 -12.59577 -0.0568 0.5877 -0.1703
H -27.49314 -9.75555 -14.14416 -0.4338 0.2733 -0.4173
H -28.31149 -10.22020 -12.63776 -0.1326 -0.4441 -0.2089
H -30.85382 -8.34064 -11.54901 0.1721 0.3841 0.9053
H -29.98892 -9.68911 -11.21603 0.1798 0.3361 0.2515
C -37.54050 -7.81609 -17.06423 0.0120 -0.5881 1.0547
C -38.91884 -8.29515 -17.44196 -1.1526 0.5019 0.0890
C -39.19293 -9.77342 -17.10991 0.9344 1.5554 -0.3348
O -38.48930 -10.51752 -18.04643 0.3763 0.0835 -1.1318
C -38.88715 -11.83912 -18.05459 -0.0216 -0.8507 0.4495
N -39.85294 -7.58384 -16.60722 -0.9929 1.2338 1.5164
H -36.86030 -8.66345 -17.15037 0.5139 0.4835 -0.3295
H -37.63370 -7.60041 -15.99985 0.2770 -0.2249 0.3711
H -37.19242 -6.85924 -17.45330 -0.0351 -0.3806 -0.7432
H -39.18680 -8.03101 -18.46495 0.4046 -0.6933 -0.4608
H -40.27390 -9.91106 -17.08469 -0.1861 -0.3666 -0.3791
H -38.80323 -10.01809 -16.12180 -0.0567 0.1521 0.4149
H -38.11378 -12.50370 -18.43972 0.1797 0.2481 -0.1112
H -39.78764 -11.99223 -18.64939 -0.2843 -0.0207 0.0155
H -39.06218 -12.10239 -17.01144 -0.2725 -0.6356 0.0868
H -40.80390 -7.47952 -16.93110 -0.0226 -0.4563 -0.4457
H -39.56648 -6.63698 -16.40348 0.3292 0.0341 0.0192
```
Positions in Å, forces in eV/Å.

Computed properties:
⟨S²⟩   0.750
Spin multiplicity   2
HOMO-LUMO gap (spin up / spin down)   1.5 / 9.1 eV
Net charge   -1



(3)
Computed, not measured: an isolated ion of composition C6H12N and charge +1 in a non-equilibrium geometry, with ωB97M-V/def2-TZVPD.

XYZ file:
```
19
Properties=species:S:1:pos:R:3:forces:R:3
C 0.68867 1.08934 -0.11969 -3.8722 -1.2530 0.2750
C 1.87989 0.69040 -0.36499 0.8913 0.6034 0.3020
C -0.71971 1.51705 0.09531 1.5421 0.1027 -0.7695
C -1.13684 0.06954 0.15972 4.2024 2.4169 -0.0029
C 2.42988 -0.72229 -0.42245 2.0961 3.3538 0.3416
C -1.03356 -0.68930 1.40908 2.2524 -1.6210 1.0049
N -1.73832 -0.46752 -1.03919 -2.9454 1.3425 -0.2928
H 2.50876 1.59784 -0.42285 0.3318 -0.5997 -0.1916
H -0.79313 2.09274 1.03033 -0.6419 0.1193 -0.6734
H -0.99789 1.97800 -0.88229 -0.4994 0.3287 1.1566
H 2.56394 -0.93248 -1.44841 -0.0097 -1.0908 -0.9088
H 1.81250 -1.23873 0.19538 -2.0199 -2.3972 0.9335
H 3.39754 -0.72489 0.10581 -0.1339 0.0232 -0.5306
H -1.82847 -0.66030 2.08735 -2.1497 -0.0969 0.6048
H -0.27919 -0.22920 2.09757 -0.0895 -0.1926 -1.0013
H -0.69509 -1.77841 1.35437 -0.4413 1.2832 -0.2981
H -1.32279 -0.32023 -2.01753 0.0916 -1.3219 1.8110
H -2.63772 0.09563 -1.15806 0.7877 -0.8289 -0.0485
H -2.09849 -1.36719 -0.65947 0.6077 -0.1717 -1.7121
```
Positions in Å, forces in eV/Å.

Computed properties:
HOMO-LUMO gap   8.0 eV
Net charge   +1



Energy above the lowest of the compared OMol25 structures with the same formula, charge and spin, respectively: 5.9270, 1.5674, 5.0146 eV.